Entry 1:
Entry from the Open Molecules 2025 dataset: a structure of composition C27H30CsFN11O4 in a non-equilibrium geometry (ωB97M-V/def2-TZVPD).

Structure (ORCA input):
```
! RIJCOSX wB97M-V def2-TZVPD def2/J DEFGRID3
* xyz 1 1
C -3.02908 3.77298 -3.79870
N 0.92536 0.09209 5.24259
C 1.65971 0.67835 -1.14922
O 1.23665 2.00999 -3.05227
C 4.32254 0.33715 1.39737
C 0.06596 -4.83923 -5.86630
H -0.46840 -1.41922 5.57738
H 2.32334 1.22324 7.98972
F -1.58780 0.13337 3.92436
H -0.24954 -4.46712 -6.83612
H 0.19624 -1.80090 7.80073
C -1.21642 5.69289 -3.52278
C 1.92465 0.26545 3.04898
C -0.12781 -0.50323 6.05468
C 2.41920 0.66172 7.06376
H -6.83591 1.55473 -3.98713
H 0.75331 1.87601 6.36222
O -0.62854 0.07401 -0.97133
C 1.52524 1.22155 5.93855
H -0.99240 0.14990 6.18497
C 1.61894 0.89626 -2.65854
N -2.49431 6.05351 -3.41640
C 0.47350 -0.81117 7.44789
N -0.70870 -4.18256 -4.81863
C 2.82635 0.72707 -0.48320
C -1.89514 -4.24941 -2.77714
C -0.45466 0.16345 3.18111
N 1.96708 -0.74884 7.31757
H 0.19341 4.07618 -3.85367
H -2.21759 -1.13339 -1.76975
N -1.75647 3.42654 -3.92178
H -4.44426 5.37095 -3.47746
H 3.75043 0.93483 -1.00953
N -3.69407 1.38945 -4.18183
O 1.93205 -0.10768 -3.34123
C -4.02635 2.69100 -3.93087
N 2.97597 0.55294 0.87434
H 0.18385 -0.07807 8.19652
H 2.88469 0.23835 3.54907
C -1.23678 -4.86704 -3.78135
C 1.85430 0.37737 1.65211
H -2.70679 -2.58070 -0.97420
C -4.86143 0.79431 -4.22399
H 2.19807 -1.27030 6.46733
O -0.46697 -2.20969 -5.90989
Cs -0.14508 0.25248 -4.74130
N -1.49793 -2.15524 -3.88398
C 4.66829 -1.14223 1.51778
H 1.12668 -4.62229 -5.74815
H -1.51621 0.17204 1.33224
C -1.95571 -2.82290 -2.84447
C -0.88491 -2.78735 -4.91380
H 4.57570 -1.62473 0.54409
H 2.11724 1.81929 5.25313
C -0.54929 0.20061 1.81913
C -3.40054 5.09234 -3.55588
H 5.69184 -1.27360 1.87064
H 3.99055 -1.64561 2.20959
H 4.42427 0.84518 2.35640
H -0.47527 6.47333 -3.39609
H 2.44649 -1.16264 8.11394
N -5.32051 2.91266 -3.81707
H -2.31907 -4.80841 -1.95702
C 0.44909 0.33150 -0.44164
H -5.03596 -0.25544 -4.40478
N -5.84002 1.68779 -4.00740
H 5.00987 0.83135 0.71437
C 0.78354 0.17316 3.82513
H 3.46819 0.61787 6.77826
H -0.09743 -5.91240 -5.80847
C -0.84481 4.38146 -3.78012
H -1.09583 -5.93948 -3.79617
C 0.59481 0.30276 1.03346
N -2.47936 -2.10860 -1.82975
*
```

Computed properties:
lowest unoccupied orbital energy: -3.14 eV
ΔE to the lowest compared entry with this formula, charge and spin: 20.8 kcal per mole
Kohn-Sham gap: 6.491 eV

Entry 2:
Entry from the Open Molecules 2025 dataset: a structure of composition C62H73N3O6PS2Sr in a non-equilibrium geometry (ωB97M-V/def2-TZVPD).

Structure (ORCA input):
```
! RIJCOSX wB97M-V def2-TZVPD def2/J DEFGRID3
* xyz -1 1
H 0.84825 -5.22115 -1.55963
C 4.92430 4.59349 -0.27709
H -3.68951 5.53166 -1.02493
C -1.88038 -1.45871 1.74846
C -5.57858 -0.38121 1.92771
H -2.63644 1.43871 -4.55927
H 2.97497 -6.19734 3.23840
H -1.02118 3.11817 -5.18526
C -4.76798 -5.30846 0.79624
C -3.06579 -0.64134 1.78512
O 0.10318 -2.27275 -1.24560
H 1.89378 3.15805 3.55138
H 5.09617 -0.09002 3.63936
C 2.38710 -5.38502 3.66550
H 0.31294 -2.21634 -3.76387
C 0.80444 -4.30834 -2.15814
C 4.92807 -5.82956 -3.96314
H 1.21751 4.16130 -4.77039
H -7.20048 0.00125 3.32390
H -2.62074 3.31465 -1.29160
O -1.54091 -3.74595 -1.75300
H 4.52026 -1.78400 -3.06442
H 4.93694 2.75344 -1.39521
H -2.61181 3.31555 2.62596
N 1.66535 2.86374 -3.20265
C 1.27147 1.85759 -2.38570
C -4.36985 -2.64386 1.96390
C 1.27515 -1.78732 -4.00822
C 0.68927 3.61874 -3.98797
C 3.69737 -0.59713 -4.64209
H 2.17239 5.73073 -2.73179
H 3.27096 -4.57355 -4.47165
C 1.36835 2.31205 3.12034
H 3.24879 3.64556 -4.28262
H 4.65816 6.50352 0.66923
H 2.89320 7.23066 -0.91584
H -0.54464 4.72756 1.94088
C 4.19844 2.45730 3.45357
H -5.70636 -4.82860 1.08679
H -3.24954 -5.26275 3.91405
H 4.33130 -4.68283 -0.32561
H -2.71887 1.11294 -2.82435
C 4.00525 -0.01486 3.56298
C 3.35392 6.25510 -1.02458
H -4.81238 1.31437 0.78518
C -0.08335 2.34352 3.17749
H 6.55961 -6.99106 -3.17361
C 3.63438 1.23086 2.74141
H -6.81519 -1.89372 0.93348
H 0.76081 4.98988 3.09908
H 3.59569 0.05388 4.57589
C -3.34179 -3.50906 1.80917
H -6.53023 -1.63186 3.44983
C 4.51414 3.74910 -1.30402
C -4.28720 -1.19449 1.89433
C -0.28644 1.62803 -2.33252
C 5.54038 -5.88719 -1.63957
H 3.99174 3.38190 2.90418
H -4.77157 5.51453 -5.17587
C 3.68153 -4.50112 -2.36025
C 1.39168 0.18097 1.99984
H -2.96156 0.42150 1.63206
H -6.03957 -0.75329 -0.16808
C -0.77093 3.57101 3.77098
C -3.69125 5.04724 -1.99507
C -4.29683 5.67030 -3.08571
C 4.51077 -4.99182 -1.35104
H 2.90381 -4.93456 4.51357
Sr 1.02237 -2.71946 0.80239
H 5.39140 1.13613 1.49286
P 2.34825 -3.31358 -1.85034
C 2.41286 -2.15153 -3.28887
C -2.39989 1.83537 -3.56955
C -2.43930 -5.89876 1.33707
H 3.65071 2.28260 -3.23070
H -4.68008 1.51419 2.53999
H -7.43410 -0.24294 0.80431
C 3.62128 -1.53477 -3.61952
H -1.60271 -5.86170 2.03193
O 2.15308 -4.67175 1.38944
C -3.69500 3.79486 -4.46456
H 2.61144 0.48454 -6.15406
H 3.80728 2.56489 4.47029
C 2.11023 1.29342 2.62605
C 1.34598 -0.84669 -5.03139
C 3.90336 -4.94099 -3.66915
H 0.27732 1.90994 -5.18890
H 1.43995 -5.79478 4.03157
H -0.82932 5.70632 3.39772
C -3.62422 -5.02616 1.78369
C -2.00408 -2.92896 1.64364
C 2.95118 5.40675 -2.04728
C 2.55575 -0.24616 -5.35441
C -0.26827 2.62579 -4.57169
H 3.62321 -0.93087 3.11112
C -5.30847 1.10942 1.73962
H -4.94926 -6.38696 0.74828
C 2.07587 -4.33034 2.63244
C 3.52677 4.14598 -2.19710
C 3.08030 3.20735 -3.29799
H 5.08553 -6.15521 -4.98481
C -0.36850 -3.39252 -1.69152
H -2.69859 2.66204 4.26921
H -2.73828 4.40973 4.01550
H -2.80453 -6.93072 1.27842
H 5.68057 4.25742 0.42413
H -5.36211 -3.07051 2.09340
N -0.94502 1.94546 -3.46880
S -0.97884 1.06297 -0.96890
H -5.62550 -0.26104 4.10069
H 0.14729 4.34394 -3.37463
C -6.52101 -0.84806 0.80945
H -6.25590 1.65619 1.75166
C -4.04213 -5.47007 3.18957
C -4.30053 5.04137 -4.32218
H -1.81829 1.19000 2.90734
C 4.34512 5.84786 -0.13487
H 0.44495 -0.58995 -5.57667
C -3.09229 3.80408 -2.13960
N -0.61925 -1.02870 1.79806
H 4.65015 -0.13700 -4.87622
O 1.72451 -3.18548 3.03978
H -0.71580 2.84759 5.82327
S 2.27407 0.92517 -1.50564
H 5.28425 2.34868 3.52570
C 4.30222 1.15153 1.36047
H -3.70037 3.29805 -5.43064
C -6.27388 -0.58192 3.28075
C -0.75417 1.25256 2.75811
H 4.03846 2.02356 0.75415
C -0.06942 0.13046 2.16865
H 0.68404 3.83191 5.38465
H -2.06118 -5.60239 0.35749
H -4.94627 -4.95024 3.52171
H -0.87783 4.60999 5.68074
C -0.31558 4.82114 3.00712
H -4.24111 -6.54732 3.20143
O -0.99098 -3.64282 1.50009
C -2.29144 3.47633 3.66097
H 6.17204 -6.25665 -0.84048
C 5.75469 -6.30246 -2.94554
C -0.39676 3.72374 5.25204
H 0.66868 -4.58676 -3.20349
C -3.08862 3.16603 -3.38355
O 1.98935 -0.69643 1.34431
H 4.00100 0.25883 0.81525
H -4.76556 6.63980 -2.96775
H -4.50148 -4.96094 -0.20568
*
```

Computed properties:
lowest unoccupied orbital energy (spin up / spin down): 1.49 / 1.48 eV
ΔE to the lowest compared entry with this formula, charge and spin: 34.6 kcal per mole
Kohn-Sham gap (spin up / spin down): 5.719 / 5.719 eV

Entry 3:
Entry from the Open Molecules 2025 dataset: a cluster of 2 separate species, C5H6O2 in total in a non-equilibrium geometry (ωB97M-V/def2-TZVPD).

Structure (ORCA input):
```
! RIJCOSX wB97M-V def2-TZVPD def2/J DEFGRID3
* xyz 0 1
O -0.56266 1.80334 -0.66768
O -2.47272 1.10171 -1.72197
C -1.51067 1.21851 -1.07442
H -0.46699 -2.69292 1.73576
C -0.70376 -0.83323 0.49799
H 0.40470 0.79812 1.48974
H 1.94833 1.02670 -0.48237
C 0.40202 0.09840 0.65749
H 1.52174 -0.57330 -1.06809
H 2.44930 -0.38218 0.39905
C -0.31997 -1.73627 1.29712
H -1.56451 -0.57622 -0.24337
C 1.63483 0.03679 -0.17717
*
```

Computed properties:
lowest unoccupied orbital energy (spin up / spin down): 0.38 / 0.38 eV
ΔE to the lowest compared entry with this formula, charge and spin: 104.4 kcal per mole
Kohn-Sham gap (spin up / spin down): 8.387 / 8.384 eV

Entry 4:
Entry from the Open Molecules 2025 dataset: a structure of composition C43H30BrN9O5S2W (ωB97M-V/def2-TZVPD).

Structure (ORCA input):
```
! RIJCOSX wB97M-V def2-TZVPD def2/J DEFGRID3
* xyz 2 1
H 1.37854 3.14212 -3.78323
C 5.17597 -0.95533 -0.24003
H -3.90573 1.85894 3.04042
O -2.06820 0.30780 -0.10329
C -2.47376 -3.15921 3.02076
N 1.25810 -1.00285 1.11426
C -1.06680 2.86123 -0.86246
C -6.24545 0.91580 0.12592
C -0.16056 -3.56695 -4.50479
C -3.04299 -2.97672 1.76847
H 3.30917 -6.28149 -5.00838
H 1.38862 3.48515 5.17126
S 2.08647 1.67470 2.06101
N 0.41506 -2.29609 -1.07800
H -2.79689 -2.03343 -0.15483
O 2.58338 0.89748 -2.97446
C -1.21647 -2.63250 3.27748
H 3.91436 -1.38096 -4.97094
H -1.72397 2.75770 -0.01270
C 2.42885 2.88773 3.37248
H 6.18552 -0.92892 -0.62453
C -4.57219 1.59926 2.22898
N 1.18655 -5.06749 -5.67712
C 3.43904 -5.20902 -4.93990
C 2.37583 -4.37823 -5.27682
C -0.64387 -1.34391 -2.90951
N -1.77921 1.18239 1.95868
C -4.87276 0.70227 -0.00390
C -0.90399 -2.51154 -4.97272
H -3.49107 0.15764 -1.19201
C 1.45408 2.62976 4.50059
C 4.64754 -4.66623 -4.53598
C 0.81605 -1.44055 2.36294
C 2.87097 -0.38420 -0.42921
H -0.70891 -2.75731 4.22367
C -6.76118 1.45614 1.28302
H 5.47608 -5.30630 -4.26727
C -4.01909 1.04353 1.06060
H 1.72843 1.74528 5.07404
C 1.02739 -3.32841 -0.51115
C 4.90703 -1.64803 0.94475
C 2.60917 -1.05492 0.76923
H 1.09415 -5.59993 -3.02363
H -1.27781 -2.55005 -5.98756
H 1.75924 -2.33976 -5.65257
N -0.13173 1.92959 -1.04503
N -0.44850 0.98331 1.55590
C 4.79529 -3.28703 -4.52428
O -4.45835 0.16623 -1.17536
C 0.71781 2.06871 -2.06992
O 1.47081 -1.49716 3.36794
H -4.01188 -3.38940 1.52653
S -0.19636 2.37478 3.78692
H -6.88202 0.64892 -0.70637
H 1.32097 -3.23718 0.52147
H -1.69592 -0.52942 -4.58278
C 2.54671 -2.99607 -5.30480
C 0.91600 -4.66988 -2.50099
H 1.77688 -5.32379 -0.65396
H 4.38564 0.19081 -1.86325
H -7.82829 1.61485 1.36381
H -6.33583 2.23270 3.24905
C -0.32577 4.06541 -2.79572
C 1.28491 -4.52449 -1.18880
C -5.92399 1.80556 2.34603
C -2.57849 0.83238 1.00999
C 3.63240 -1.70690 1.46350
H 3.43721 -2.21485 2.39475
W -0.10692 -0.23030 -0.21969
N -1.15689 -1.72312 1.07142
H -1.94104 4.69375 -1.51748
C -2.36744 -2.23603 0.81652
C 0.65969 3.10195 -2.97701
C 4.17410 -0.31889 -0.93868
Br 6.44827 -2.53068 -4.01539
H 2.32411 3.88863 2.95671
N 1.71920 0.23256 -0.92586
C -1.14123 -1.36903 -4.18723
C 1.77764 1.02645 -2.09928
H 5.71411 -2.14073 1.46971
C 0.03715 -2.44632 -2.38117
H -3.00150 -3.71483 3.78406
C -1.17998 3.95190 -1.71253
C -0.59069 -1.93510 2.26541
C 0.27519 -3.59716 -3.14923
C 0.39193 1.59916 2.36206
O -0.78814 -0.33371 -2.03485
H -0.41440 4.89726 -3.48111
C 3.76190 -2.45094 -4.93135
H 3.45920 2.73289 3.68853
N 0.05396 -4.69720 -5.35839
*
```

Computed properties:
lowest unoccupied orbital energy (spin up / spin down): -7.47 / -7.47 eV
ΔE to the lowest compared entry with this formula, charge and spin: 0.0 kcal per mole
Kohn-Sham gap (spin up / spin down): 5.191 / 5.191 eV